The following is a quantum chemistry calculation of an isolated molecule of C3HClFN in a non-equilibrium geometry, from the OMol25 dataset.

```
7
Properties=species:S:1:pos:R:3:forces:R:3
N -2.792 -0.504 -0.090 -0.559 -0.206 -0.577
C -1.850 0.147 -0.070 -1.051 -1.359 1.268
C -0.722 0.877 0.249 1.230 0.214 -1.473
C 0.508 0.488 -0.059 1.675 -1.026 1.173
F 1.477 1.409 -0.119 -0.333 -0.842 0.135
Cl 1.145 -1.184 0.034 -0.802 1.880 -0.648
H -0.838 1.906 0.416 -0.159 1.339 0.123
```
Forces are in eV/Å.

Total energy ... -19855.4701 eV
SMILES ... N#C/C=C(/F)Cl